Record 1
C52H38CdCl3N12O5S2 | wB97M-V/def2-TZVPD

Each line ends with the Löwdin charge.
Cartesian coordinates (Å):
Cd (0.0331, -0.1562, -0.2487)  1.394
O (-5.2227, 1.0949, -4.9639)  -0.043
C (-4.2344, 0.3721, -5.1917)  -0.688
O (-3.9019, -0.2938, -6.1906)  -0.043
C (-3.2225, 0.2985, -4.0234)  -0.069
C (-2.1906, -0.6221, -4.0256)  0.060
C (-1.2493, -0.5988, -3.0129)  -0.210
N (-1.2726, 0.3270, -2.0401)  0.053
C (-2.2470, 1.2416, -2.0518)  -0.217
C (-3.2453, 1.2393, -3.0074)  0.058
C (-2.1670, 2.3442, -1.0556)  -0.252
C (-3.3213, 2.9504, -0.5688)  -0.031
C (-3.1952, 4.0121, 0.3084)  -0.062
C (-1.9269, 4.4548, 0.6475)  -0.068
C (-0.8368, 3.7737, 0.1297)  -0.159
N (-0.9423, 2.7279, -0.6867)  0.105
C (-0.0685, -1.5186, -3.0404)  -0.244
C (-0.0808, -2.7193, -3.7334)  -0.009
C (1.0875, -3.4600, -3.7934)  -0.051
C (2.2307, -2.9821, -3.1730)  -0.068
C (2.1390, -1.7972, -2.4624)  -0.154
N (1.0175, -1.0849, -2.3943)  0.047
H (-2.1293, -1.3137, -4.8540)  0.120
H (-4.0426, 1.9704, -3.0088)  0.120
H (-4.2944, 2.5819, -0.8667)  0.121
H (-4.0769, 4.4857, 0.7224)  0.109
H (-1.7812, 5.2923, 1.3168)  0.101
H (0.1725, 4.0821, 0.3761)  0.094
H (-0.9966, -3.0760, -4.1832)  0.119
H (1.1026, -4.4089, -4.3158)  0.110
H (3.1648, -3.5264, -3.2108)  0.102
H (2.9864, -1.3968, -1.9171)  0.102
C (-3.9152, -6.2900, 4.2618)  -0.056
C (-3.4616, -5.3635, 3.1618)  -0.274
C (-2.2801, -4.6387, 3.2964)  -0.032
C (-1.8386, -3.7992, 2.2858)  -0.057
C (-2.5853, -3.6812, 1.1204)  -0.273
C (-3.7659, -4.3950, 0.9666)  -0.046
C (-4.2009, -5.2228, 1.9910)  -0.039
S (-2.0497, -2.6433, -0.2211)  0.544
O (-2.7144, -1.3688, -0.0622)  -0.339
O (-2.3521, -3.3655, -1.4338)  -0.302
N (-0.4914, -2.3828, 0.0344)  -0.204
C (0.4126, -3.4543, -0.0226)  -0.403
C (0.0952, -4.7867, -0.3583)  -0.024
C (1.1026, -5.7263, -0.3768)  -0.075
C (2.4016, -5.3633, -0.0346)  -0.087
C (2.6100, -4.0463, 0.3188)  -0.162
N (1.6571, -3.1169, 0.3158)  0.099
H (-4.2303, -5.7250, 5.1419)  0.079
H (-3.1026, -6.9485, 4.5716)  0.078
H (-4.7538, -6.9059, 3.9385)  0.070
H (-1.6828, -4.7453, 4.1960)  0.118
H (-0.9045, -3.2619, 2.3894)  0.095
H (-4.3196, -4.3101, 0.0391)  0.118
H (-5.1280, -5.7738, 1.8755)  0.109
H (-0.9144, -5.0657, -0.6217)  0.097
H (0.8731, -6.7482, -0.6551)  0.104
H (3.2125, -6.0791, -0.0287)  0.092
H (3.5954, -3.7059, 0.6280)  0.105
Cl (0.7515, -0.1039, 8.6497)  0.662
C (1.7125, 0.7735, 7.4940)  -0.657
C (2.0294, 0.1942, 6.2808)  -0.081
C (2.7951, 0.9236, 5.3822)  0.000
C (3.2555, 2.2050, 5.6646)  -0.173
C (4.0520, 2.9168, 4.5932)  -0.301
C (3.2848, 4.0656, 3.9335)  -0.063
N (1.9780, 3.6308, 3.4811)  -0.068
C (0.8070, 3.7117, 4.1951)  -0.065
C (-0.1109, 3.0042, 3.4757)  -0.142
N (0.4636, 2.4834, 2.3380)  0.054
C (1.7126, 2.8758, 2.3770)  -0.171
O (5.2807, 3.4318, 5.0760)  -0.109
C (6.4078, 2.7939, 4.4842)  -0.147
C (6.4817, 3.0657, 3.0102)  -0.331
C (6.1717, 2.1813, 2.0229)  -0.974
Cl (5.6369, 0.5644, 2.2100)  0.710
S (6.3232, 2.8528, 0.4512)  1.002
C (6.8120, 4.3601, 1.1029)  -0.412
C (6.8500, 4.3341, 2.4591)  -0.142
C (2.9140, 2.7511, 6.9000)  -0.572
Cl (3.4058, 4.3601, 7.3622)  0.723
C (2.1464, 2.0483, 7.8142)  -0.135
H (1.7048, -0.8103, 6.0369)  0.101
H (3.0411, 0.4780, 4.4252)  0.095
H (4.2436, 2.1749, 3.8147)  0.098
H (3.8675, 4.4213, 3.0837)  0.133
H (3.1641, 4.8812, 4.6420)  0.109
H (0.7439, 4.2472, 5.1290)  0.118
H (-1.1545, 2.8405, 3.7050)  0.098
H (2.4670, 2.6283, 1.6412)  0.122
H (6.3844, 1.7181, 4.6740)  0.119
H (7.2752, 3.2187, 4.9863)  0.133
H (7.0474, 5.1799, 0.4411)  0.066
H (7.1162, 5.1853, 3.0731)  0.119
H (1.8865, 2.4967, 8.7630)  0.102
N (-5.7497, 0.9793, 2.9664)  0.155
C (-4.6580, 0.6206, 2.9946)  -0.172
C (-3.2807, 0.1956, 3.0527)  -0.195
C (-2.7809, -0.4723, 4.1641)  -0.004
C (-1.4436, -0.8136, 4.1725)  -0.039
C (-0.6777, -0.5144, 3.0596)  -0.138
N (-1.1534, 0.0962, 1.9754)  0.027
C (-2.4324, 0.4602, 1.9834)  -0.102
H (-3.4301, -0.7087, 4.9965)  0.124
H (-0.9946, -1.3164, 5.0196)  0.111
H (0.3745, -0.7665, 3.0439)  0.076
H (-2.8053, 1.0006, 1.1237)  0.101
N (2.0151, -3.0309, 3.8330)  0.103
C (2.4021, -2.1699, 3.1549)  -0.448
N (2.8983, -1.1495, 2.4956)  0.041
C (2.4008, -0.5477, 1.4847)  -0.460
N (2.0287, 0.0959, 0.5813)  0.017

Forces on the atoms, in the same order (eV/Å):
-0.2 0.1 -0.1
0.1 -0.1 -0.1
-0.2 -0.1 0.0
-0.1 0.1 0.1
0.1 0.2 -0.1
0.0 -0.1 0.0
0.3 0.0 0.1
-0.1 -0.2 -0.1
0.1 0.0 0.1
-0.1 0.0 0.0
0.0 -0.1 0.1
-0.1 0.0 0.0
0.0 0.0 0.0
0.0 0.0 0.0
0.1 0.0 -0.1
0.0 0.0 0.1
-0.1 0.3 0.0
0.0 -0.1 0.0
0.0 0.0 0.0
0.0 0.0 0.0
-0.1 0.1 0.0
0.1 -0.1 0.0
0.0 0.0 0.0
0.1 0.0 -0.1
0.0 0.0 0.0
0.0 0.0 0.0
0.0 0.0 0.0
-0.1 0.0 0.0
0.0 0.0 0.0
0.0 0.0 0.0
0.0 0.0 0.0
0.0 0.0 0.0
0.0 0.1 0.0
0.0 0.0 0.1
0.0 0.0 0.0
0.0 0.0 0.0
0.0 -0.1 0.0
0.0 0.0 0.0
0.0 0.0 0.0
0.0 -0.1 0.1
0.0 0.2 0.0
0.1 -0.1 0.0
-0.2 -0.5 -0.2
-0.1 0.2 0.1
-0.1 0.1 -0.1
0.0 0.0 0.0
-0.1 -0.1 0.0
0.0 0.1 0.0
0.1 0.0 0.1
0.0 0.0 0.0
0.0 0.0 0.0
0.0 0.0 0.0
0.0 0.0 0.0
0.0 0.0 0.0
0.0 0.0 0.1
0.0 0.0 0.0
0.0 0.0 0.0
0.0 0.0 0.0
0.0 0.0 0.0
0.0 0.0 0.0
0.0 0.0 0.0
0.0 0.0 0.0
0.0 -0.1 -0.1
-0.1 -0.1 0.1
0.1 0.0 0.0
-0.2 0.0 0.1
-0.1 -0.1 0.0
0.1 0.1 -0.1
0.0 -0.1 0.0
-0.1 -0.1 -0.1
0.2 0.2 0.4
0.0 -0.1 0.2
0.1 0.0 0.0
0.0 0.1 -0.1
0.1 0.1 0.0
0.0 0.0 -0.1
0.0 -0.1 0.0
0.0 0.0 0.0
0.0 0.0 0.0
0.0 0.0 0.1
0.0 0.0 0.0
0.0 0.0 -0.1
0.0 0.1 0.1
0.0 0.0 0.0
0.0 0.0 0.0
-0.1 0.0 0.0
0.0 0.1 0.0
0.0 0.1 0.0
0.0 0.0 0.0
0.1 0.0 0.0
0.0 0.0 0.1
0.0 0.0 0.0
0.0 0.0 0.0
0.0 0.0 0.1
0.0 0.0 0.0
0.0 0.0 0.0
0.1 0.0 0.0
0.2 0.0 0.0
-0.2 0.1 0.0
0.0 0.0 0.1
0.0 0.0 0.1
0.3 0.1 -0.2
-0.3 -0.1 -0.1
0.1 0.1 0.0
0.0 0.0 0.0
0.0 0.0 -0.1
0.0 -0.1 0.0
0.0 -0.1 -0.1
0.0 0.2 -0.1
-0.3 0.0 -0.1
0.5 0.2 0.2
-0.2 -0.3 0.1
0.3 0.3 0.1

As for the energy above the lowest of the compared OMol25 structures with the same formula, charge and spin: 9.2 kcal/mol. Its total charge is -1. Its largest force on an atom is 0.01118 Eh/bohr. For the gap between HOMO and LUMO, the calculation gives 7.301 eV.

***

Record 2
C52H41BrLaN7O5Si | wB97M-V/def2-TZVPD

Each line ends with the Löwdin charge.
Cartesian coordinates (Å):
La (-0.6148, -1.7688, 0.6598)  2.054
C (-0.1389, 2.4606, 2.3196)  -0.050
C (-0.8643, 2.3564, 3.5116)  -0.052
C (-0.9850, 1.1092, 4.1185)  -0.014
C (-0.4733, -0.0343, 3.5417)  -0.232
N (0.1895, 0.0490, 2.3431)  -0.017
C (0.4035, 1.2690, 1.7388)  -0.090
C (-0.8153, -1.3478, 4.0347)  -0.219
C (-0.9522, -1.6530, 5.4459)  -0.034
C (-1.0698, -2.9583, 5.7948)  -0.100
C (-1.3432, -3.9275, 4.8510)  -0.009
C (-1.4097, -3.5980, 3.4747)  -0.233
N (-1.2718, -2.2582, 3.1156)  -0.005
C (-1.6955, -4.4796, 2.3908)  -0.221
C (-2.2790, -5.7409, 2.6563)  -0.052
C (-2.1717, -6.7701, 1.7431)  -0.103
C (-1.5293, -6.5424, 0.5305)  -0.087
C (-1.2017, -5.2040, 0.2268)  -0.162
N (-1.2134, -4.1887, 1.0769)  -0.064
H (-0.0486, 3.3831, 1.7539)  0.096
H (-1.3315, 3.2601, 3.9989)  0.128
H (-1.5356, 0.9382, 5.0425)  0.114
H (0.9222, 1.2157, 0.8109)  0.098
H (-1.0632, -0.8408, 6.1404)  0.094
H (-0.9646, -3.2052, 6.8815)  0.123
H (-1.5259, -4.8946, 5.2022)  0.086
H (-2.7486, -5.8333, 3.6330)  0.102
H (-2.7480, -7.7174, 1.9436)  0.120
H (-1.2801, -7.3914, -0.1209)  0.101
H (-0.8141, -5.0000, -0.7696)  0.105
O (3.1223, -2.7612, 3.6710)  0.053
C (4.1487, -2.8588, 2.8400)  -0.268
C (5.5119, -2.9709, 3.2923)  -0.014
C (6.3873, -3.3971, 2.3279)  -0.173
C (6.1213, -3.6560, 1.0337)  -0.111
C (4.9241, -3.1156, 0.5466)  -0.052
C (3.9352, -2.7361, 1.4374)  -0.106
C (2.5450, -2.4591, 0.8622)  -0.429
O (1.5025, -2.5149, 1.6736)  -0.261
N (2.4780, -2.3724, -0.4335)  0.018
N (1.2139, -2.2141, -0.8332)  -0.251
C (0.9850, -2.3441, -2.1603)  -0.129
C (-0.2694, -2.2562, -2.7670)  -0.334
C (-0.4066, -2.0923, -4.1557)  -0.060
C (-1.6220, -1.9680, -4.7480)  -0.100
C (-2.7572, -2.1192, -3.9361)  -0.100
C (-2.5700, -2.2286, -2.5669)  -0.206
N (-1.3955, -2.2471, -2.0103)  -0.019
H (2.2743, -2.7678, 3.1436)  0.077
H (5.7696, -2.7890, 4.3540)  0.118
H (7.3787, -3.6184, 2.6991)  0.097
H (6.8167, -4.1520, 0.3689)  0.097
H (4.6920, -3.0350, -0.5201)  0.106
H (1.8531, -2.5835, -2.7373)  0.102
H (0.4660, -2.1504, -4.8068)  0.113
H (-1.6472, -1.6874, -5.7475)  0.079
H (-3.7845, -2.2576, -4.3369)  0.098
H (-3.3999, -2.2018, -1.8276)  0.115
O (9.4938, 3.1065, 1.2258)  0.048
C (8.7055, 2.0452, 1.5642)  -0.301
C (9.1769, 1.0459, 2.4286)  0.001
C (8.3285, -0.0796, 2.5446)  -0.139
N (7.2444, -0.2083, 1.8296)  0.049
C (6.6959, 0.8397, 1.2399)  -0.772
Br (4.9476, 0.7789, 0.6021)  0.795
C (7.4229, 1.9951, 0.9563)  -0.049
H (10.4111, 2.9461, 1.4698)  0.106
H (10.1549, 1.0466, 2.9051)  0.109
H (8.6645, -0.9121, 3.1636)  0.111
H (7.0121, 2.7277, 0.2544)  0.108
O (-2.9617, 1.0621, -1.4158)  -0.010
C (-2.8198, 0.7979, -0.1786)  -0.346
O (-2.4021, -0.2668, 0.3005)  -0.178
H (-3.1196, 1.5086, 0.5718)  0.132
C (-7.1226, 3.3164, -4.1519)  -0.078
C (-6.5893, 4.3581, -3.3864)  -0.087
C (-5.3669, 4.1900, -2.7552)  -0.085
C (-4.7521, 2.9158, -2.6963)  -0.240
C (-5.4274, 1.8502, -3.2880)  -0.084
C (-6.5238, 2.0536, -4.1408)  -0.060
Si (-3.0170, 2.6219, -2.1730)  0.726
C (-1.8807, 2.7936, -3.6512)  -0.243
C (-0.6016, 2.2835, -3.4327)  -0.101
C (0.1972, 2.0532, -4.5388)  -0.081
C (-0.1490, 2.4165, -5.8494)  -0.059
C (-1.2509, 3.2357, -5.9277)  -0.097
C (-2.0998, 3.4881, -4.8429)  -0.071
C (-2.6186, 3.8376, -0.7006)  -0.213
C (-3.6283, 4.1601, 0.2624)  -0.144
C (-3.5425, 5.2468, 1.0718)  -0.092
C (-2.5415, 6.2555, 0.8298)  -0.054
C (-1.6527, 6.0400, -0.2332)  -0.087
C (-1.6543, 4.8330, -0.9679)  -0.098
H (-8.0817, 3.4288, -4.6796)  0.111
H (-7.1724, 5.2638, -3.1982)  0.109
H (-4.8790, 5.0670, -2.3271)  0.109
H (-5.2206, 0.8468, -3.0611)  0.087
H (-6.9297, 1.2464, -4.7310)  0.104
H (-0.2303, 1.9285, -2.4357)  0.125
H (1.0520, 1.4554, -4.4487)  0.089
H (0.5074, 2.0904, -6.6859)  0.124
H (-1.5848, 3.7176, -6.8353)  0.102
H (-3.0219, 4.1654, -4.9207)  0.136
H (-4.4677, 3.4399, 0.3851)  0.118
H (-4.2743, 5.2810, 1.9268)  0.122
H (-2.4332, 7.0758, 1.5262)  0.098
H (-0.9126, 6.7858, -0.4962)  0.099
H (-0.7835, 4.6920, -1.6621)  0.116

Forces on the atoms, in the same order (eV/Å):
0.7 -1.8 0.1
0.5 -1.3 -1.0
0.0 0.5 0.5
-0.3 0.5 0.7
0.5 1.2 -2.1
-0.2 1.5 -0.1
-2.0 -0.5 3.2
-2.2 -2.5 2.3
0.8 2.8 -3.5
-0.7 -2.0 1.5
0.3 1.2 -0.4
-0.8 1.2 -0.1
2.1 0.5 0.2
1.0 -0.8 -0.4
0.3 0.1 -0.1
-1.5 -0.6 1.0
0.3 0.6 -0.5
0.7 -1.6 -0.4
-1.5 -0.2 1.9
0.0 0.0 0.3
0.6 -1.1 -0.7
0.0 0.5 -0.2
0.4 0.3 -0.6
0.8 0.1 0.4
-0.4 0.0 -1.1
0.1 -1.5 0.2
-0.1 -0.4 -0.3
1.1 0.9 -0.2
-0.3 0.8 0.0
0.0 0.2 0.1
-0.6 0.0 1.0
1.3 0.8 -0.9
-2.7 0.3 -0.1
2.1 -0.6 2.4
-1.2 0.9 -2.2
0.4 -0.7 -0.3
-1.2 -0.2 0.1
1.1 -1.1 1.0
0.6 0.4 -0.7
1.1 0.1 0.6
-2.2 0.2 -1.9
0.8 0.0 1.1
0.3 -0.1 -0.2
0.8 -0.4 -1.0
0.1 -0.3 1.8
-1.9 -0.3 0.1
-1.5 0.4 -0.4
1.3 0.3 2.4
0.5 0.2 -0.1
-0.2 -0.3 -0.9
0.3 -0.1 0.0
0.2 0.3 0.1
0.1 -0.3 0.5
0.4 0.1 -0.6
0.0 0.4 0.3
-0.4 0.0 -1.8
0.9 0.5 0.2
0.2 -0.3 -0.9
-0.2 0.1 -0.1
0.3 0.3 -0.5
-1.4 -0.5 -0.4
1.9 0.9 -0.4
-2.4 -0.3 0.9
2.0 0.4 -0.4
-0.6 -0.5 -0.2
0.5 -0.6 0.8
-0.1 -0.1 0.2
-0.3 0.3 -0.1
-0.2 -0.1 -0.3
0.5 0.0 0.6
0.4 -0.1 -1.5
0.3 -1.5 2.1
-1.3 1.7 -1.4
-0.2 1.0 0.0
-0.4 -0.3 0.0
-0.5 -0.2 0.1
0.6 -0.2 -0.1
-0.7 0.3 -0.1
-1.2 0.8 -0.9
0.2 0.9 0.8
0.0 1.5 1.5
0.4 0.7 1.8
0.4 -1.1 -0.1
-0.2 -0.1 -0.9
0.5 -0.1 1.1
-1.3 1.2 -0.6
-1.4 -0.2 0.1
-0.5 0.9 -1.6
0.4 -2.0 -1.1
0.2 1.6 1.2
-0.5 -1.9 -0.3
-0.3 -0.2 0.5
0.5 0.0 0.6
0.6 0.2 0.2
0.4 -0.1 -0.5
-0.1 -0.3 0.2
1.0 -1.3 0.0
-0.1 -0.1 0.2
-0.6 0.2 -1.0
1.3 -0.6 0.5
-0.8 0.5 0.6
0.4 -0.1 -0.4
1.4 -1.3 -0.2
0.6 0.6 0.0
0.9 0.5 -1.0
-0.1 0.2 -0.3
0.0 0.0 0.2
-1.3 0.0 0.4

Its largest force on an atom is 0.08832 Eh/bohr. For the gap between HOMO and LUMO (alpha / beta), the calculation gives 4.456 / 4.310 eV.